Record 1
Formula: C37H30AuN3O5PS2
Source: OMol25
Level of theory: ωB97M-V/def2-TZVPD

Its charge is +1. The calculation puts the maximum force at 2.482 eV/Å. As for the energy above the lowest of the compared OMol25 structures with the same formula, charge and spin: 46.5 kcal per mole. For the HOMO-LUMO gap (alpha / beta), the calculation gives 5.59 / 5.59 eV.

Element x y z (Å)
Au 0.049 0.629 0.605
O -0.639 -1.912 -2.004
C -0.860 -2.156 -0.846
O -1.088 -1.221 0.084
C -0.909 -3.491 -0.201
C -1.110 -4.704 -0.844
C -1.190 -5.856 -0.080
C -1.058 -5.798 1.302
C -0.810 -4.597 1.946
C -0.729 -3.442 1.183
P -0.431 -1.785 1.843
C 1.060 -2.000 2.872
C 1.371 -1.039 3.833
C 2.606 -1.055 4.451
C 3.562 -1.990 4.080
C 3.267 -2.926 3.098
C 2.030 -2.927 2.483
C -1.847 -1.288 2.839
C -1.841 -1.536 4.210
C -2.940 -1.178 4.970
C -4.042 -0.584 4.377
C -4.048 -0.343 3.012
C -2.954 -0.688 2.242
H -1.221 -4.733 -1.916
H -1.363 -6.808 -0.561
H -1.152 -6.704 1.880
H -0.691 -4.556 3.019
H 0.640 -0.295 4.110
H 2.823 -0.321 5.214
H 4.537 -1.979 4.544
H 4.010 -3.654 2.806
H 1.811 -3.646 1.705
H -0.994 -2.011 4.683
H -2.934 -1.364 6.033
H -4.897 -0.310 4.975
H -4.905 0.119 2.546
H -2.957 -0.494 1.181
O -1.878 2.784 4.084
S -0.511 2.396 4.088
O -0.115 1.354 4.983
N -0.054 1.998 2.495
C 0.770 2.892 2.029
S 1.257 2.711 0.421
C 1.243 3.907 2.951
C 2.214 4.873 2.734
C 2.610 5.652 3.810
C 2.051 5.465 5.067
C 1.046 4.523 5.274
C 0.652 3.765 4.201
H 2.646 4.985 1.751
H 3.369 6.406 3.673
H 2.403 6.053 5.900
H 0.594 4.389 6.242
C 6.465 -0.035 -0.221
N 5.199 -0.108 0.456
N 4.122 -0.769 -0.066
C 2.985 -0.370 0.596
O 1.848 -0.820 0.318
C 3.409 0.582 1.554
C 4.763 0.739 1.416
C 5.683 1.659 2.124
C 4.246 -1.917 -0.876
C 5.244 -2.845 -0.588
C 5.384 -3.969 -1.379
C 4.516 -4.184 -2.438
C 3.499 -3.276 -2.696
C 3.358 -2.137 -1.922
H 6.440 -0.680 -1.097
H 7.269 -0.354 0.444
H 6.656 0.993 -0.538
H 2.766 1.084 2.244
H 5.143 2.182 2.907
H 6.089 2.402 1.437
H 6.516 1.113 2.567
H 5.887 -2.694 0.266
H 6.167 -4.680 -1.162
H 4.636 -5.059 -3.059
H 2.819 -3.446 -3.515
H 2.559 -1.440 -2.111

---

Record 2
Formula: C37H30BeBr2OP2S
Source: OMol25
Level of theory: ωB97M-V/def2-TZVPD

Its charge is +2. The calculation puts the maximum force at 0.575 eV/Å. As for the energy above the lowest of the compared OMol25 structures with the same formula, charge and spin: 0.0 kcal per mole. For the HOMO-LUMO gap, the calculation gives 8.27 eV.

Element x y z (Å)
Be 0.328 0.822 0.133
O 2.536 1.890 -1.989
S 1.562 0.847 -1.669
C 2.287 -0.773 -1.634
C 3.010 -1.225 -2.727
C 3.551 -2.502 -2.684
C 3.365 -3.305 -1.568
C 2.669 -2.829 -0.463
C 2.138 -1.545 -0.482
P 1.430 -0.757 0.993
C 1.031 -2.036 2.175
C 1.699 -2.130 3.393
C 1.353 -3.138 4.283
C 0.353 -4.043 3.957
C -0.313 -3.948 2.740
C 0.022 -2.945 1.848
C 2.748 0.330 1.556
C 4.069 -0.065 1.753
C 5.023 0.884 2.081
C 4.668 2.225 2.196
C 3.355 2.627 1.990
C 2.400 1.668 1.682
C 0.334 0.695 -2.937
C 0.743 0.746 -4.266
C -0.208 0.581 -5.257
C -1.544 0.371 -4.922
C -1.944 0.370 -3.597
C -1.004 0.547 -2.582
P -1.528 0.845 -0.866
C -2.402 2.412 -0.960
C -3.785 2.494 -1.090
C -4.386 3.735 -1.253
C -3.612 4.885 -1.302
C -2.228 4.803 -1.198
C -1.624 3.569 -1.027
C -2.595 -0.502 -0.352
C -3.540 -0.322 0.656
C -4.285 -1.404 1.100
C -4.083 -2.662 0.549
C -3.130 -2.847 -0.446
C -2.381 -1.770 -0.896
H 3.161 -0.600 -3.596
H 4.117 -2.872 -3.529
H 3.781 -4.302 -1.547
H 2.557 -3.448 0.417
H 2.471 -1.420 3.658
H 1.865 -3.213 5.232
H 0.090 -4.827 4.654
H -1.096 -4.652 2.492
H -0.510 -2.865 0.905
H 4.358 -1.103 1.633
H 6.049 0.583 2.238
H 5.422 2.959 2.444
H 3.078 3.668 2.077
H 1.359 2.015 1.605
H 1.776 0.941 -4.519
H 0.088 0.622 -6.296
H -2.278 0.239 -5.704
H -2.993 0.259 -3.351
H -4.399 1.603 -1.068
H -5.461 3.800 -1.345
H -4.086 5.848 -1.430
H -1.623 5.698 -1.251
H -0.540 3.520 -0.959
H -3.691 0.652 1.105
H -5.025 -1.264 1.875
H -4.675 -3.500 0.889
H -2.979 -3.826 -0.879
H -1.654 -1.920 -1.686
Br -1.291 2.906 2.155
C -1.097 2.252 3.963
Br -0.295 0.516 4.009
H -2.093 2.179 4.382
H -0.472 2.951 4.503

---

- The lowest energy above the lowest of the compared OMol25 structures with the same formula, charge and spin belongs to which entry?
  C37H30BeBr2OP2S

---

- Among the records above, which one has the highest maximum force?
  C37H30AuN3O5PS2